# 1
Molecular formula: C26H54IN2O10P2S2Si4Y
Method: DFT, ωB97M-V with the def2-TZVPD basis set

Geometry as ORCA input:
```
! wB97M-V def2-TZVPD RIJCOSX def2/J DEFGRID3
* xyz 0 1
Y -0.5049 0.1426 -0.3052
C -3.4876 -4.5373 -0.0052
C -2.8966 -3.2332 -0.5247
O -3.2215 -3.0536 -1.9112
P -3.6647 -1.7649 0.2380
O -4.9886 -1.4950 -0.5731
O -4.2073 -2.1203 1.6875
O -2.7313 -0.6140 0.3593
P -1.0566 -3.1973 -0.2645
O -0.9525 -2.8703 1.3271
O -0.4924 -4.5140 -0.5669
O -0.5893 -1.9569 -1.0232
H -4.5677 -4.5628 -0.1712
H -3.2700 -4.6756 1.0546
H -3.0280 -5.3604 -0.5496
H -2.4324 -3.1677 -2.4558
H -4.8481 -1.5026 -1.5374
H -4.9256 -2.7654 1.6916
H -1.2422 -1.9612 1.5008
C 3.4649 3.5767 -0.2504
Si 3.6007 1.8741 0.5400
C 5.4495 1.5360 0.6734
C 2.9997 2.0173 2.3305
Si 2.3702 0.2418 -0.6063
Si 3.3699 -1.8330 -0.2021
C 2.8592 -2.3758 1.5358
C 5.2522 -1.8853 -0.2639
C 2.7894 -3.1401 -1.4192
Si 2.6418 0.7239 -2.8717
C 4.4319 0.8644 -3.4321
C 1.8101 -0.6140 -3.9103
C 1.7594 2.3289 -3.3114
H 3.9735 4.3119 0.3808
H 2.4325 3.9007 -0.3852
H 3.9514 3.5857 -1.2284
H 5.9566 2.4101 1.0926
H 5.8935 1.3199 -0.3002
H 5.6539 0.6864 1.3266
H 3.4759 2.8557 2.8479
H 3.2562 1.1020 2.8693
H 1.9165 2.1496 2.3598
H 3.1114 -1.6036 2.2697
H 3.3603 -3.3027 1.8284
H 1.7808 -2.5519 1.5797
H 5.7127 -1.3694 0.5785
H 5.6345 -1.4315 -1.1805
H 5.5835 -2.9278 -0.2413
H 1.7152 -3.1039 -1.5977
H 3.0293 -4.1362 -1.0371
H 3.3032 -3.0182 -2.3759
H 4.9621 -0.0783 -3.2792
H 4.9605 1.6356 -2.8666
H 4.4936 1.1206 -4.4936
H 2.2938 -1.5848 -3.7987
H 1.8219 -0.3415 -4.9697
H 0.7674 -0.7343 -3.6060
H 2.1837 3.1894 -2.7930
H 0.6985 2.2765 -3.0503
H 1.8300 2.5132 -4.3876
I -5.0474 -3.4239 -6.3598
C -4.3302 -1.9612 -5.0601
C -5.2304 -1.1663 -4.3629
C -4.7472 -0.2026 -3.4904
C -3.3777 -0.0486 -3.2979
C -2.4907 -0.8409 -4.0142
C -2.9616 -1.7951 -4.9038
C -2.8826 0.9373 -2.2742
O -3.6922 1.6718 -1.7070
O -1.6235 0.9015 -2.0186
H -6.2950 -1.2927 -4.5053
H -5.4245 0.4439 -2.9457
H -1.4281 -0.7140 -3.8653
H -2.2678 -2.4067 -5.4647
C -0.7619 4.5725 2.9920
N -1.7838 3.7802 2.3528
C -3.1931 4.0262 2.6386
C -3.8935 3.0772 1.6598
N -2.8430 2.8244 0.6878
C -1.6477 3.1951 1.1349
S -0.1697 2.9718 0.3374
H -0.8171 4.4453 4.0744
H -0.8847 5.6350 2.7591
H 0.2134 4.2485 2.6347
H -3.4407 5.0762 2.4442
H -3.4232 3.8083 3.6818
H -4.7629 3.5281 1.1857
H -4.2046 2.1466 2.1424
H -3.0295 2.4233 -0.2444
O -0.5609 0.1941 2.0159
S -1.1462 -0.0493 3.3991
C -0.2169 1.1268 4.4293
C 0.6985 0.3295 5.3563
C 1.0638 -0.9451 4.6000
C -0.2516 -1.4774 4.0570
H -0.9120 1.7983 4.9307
H 0.3460 1.6810 3.6774
H 0.1745 0.0775 6.2814
H 1.5739 0.9220 5.6220
H 1.5500 -1.6824 5.2382
H 1.7341 -0.7181 3.7724
H -0.8886 -1.8978 4.8395
H -0.1675 -2.1984 3.2441
*
```

HOMO-LUMO gap = 6.57 eV
relative energy (zero: lowest compared OMol25 entry of this formula, charge and spin) = 0.0 kJ/mol
HOMO energy = -6.775 eV

# 2
Molecular formula: C26H55AlN3O3
Method: DFT, ωB97M-V with the def2-TZVPD basis set

Geometry as ORCA input:
```
! wB97M-V def2-TZVPD RIJCOSX def2/J DEFGRID3
* xyz 4 2
Al -0.1609 -3.3354 2.1070
O -0.0490 -0.5132 1.9135
H 0.2637 0.4019 2.0522
C -2.5706 1.5643 -2.4471
C -3.0238 0.4091 -1.5867
C -4.5096 0.2981 -1.0579
C -5.6247 -0.1902 -1.9636
C -5.1994 -1.5118 -2.5506
C -3.8232 -1.4125 -3.4324
N -2.7822 -0.7829 -2.5362
O -1.3775 -1.0926 -2.7846
C -3.8658 -0.6166 -4.7505
C -3.3250 -2.8860 -3.6715
C -2.2408 0.3371 -0.2450
H -1.5325 1.6453 -2.7692
H -2.8261 2.4330 -1.8403
H -3.1286 1.5430 -3.3832
H -4.7457 1.3581 -0.9644
H -4.6218 -0.2628 -0.1300
H -5.7326 0.6052 -2.7009
H -6.5944 -0.3117 -1.4809
H -5.9201 -1.9223 -3.2578
H -5.0788 -2.2880 -1.7949
H -2.8862 -0.4916 -5.2120
H -4.2195 0.4111 -4.6689
H -4.5668 -1.0854 -5.4411
H -3.1143 -3.3453 -2.7058
H -2.4103 -2.7162 -4.2396
H -4.0736 -3.5320 -4.1302
H -2.4200 -0.5561 0.3534
H -2.5051 1.0822 0.5054
H -1.1989 0.4924 -0.5249
C 2.6133 -0.5049 4.7852
C 2.1263 0.9859 5.0737
C 2.4618 1.9231 3.8095
C 1.5196 3.1245 3.5553
C 0.0073 2.7400 3.6148
C -0.4308 1.9833 4.9829
N 0.5850 0.9001 5.2337
O 0.1919 0.0253 6.2707
C -1.7894 1.2022 4.7090
C -0.5644 2.9767 6.0913
C 2.8315 1.6289 6.2511
H 2.5271 -1.2374 5.5877
H 3.6604 -0.3677 4.5155
H 2.1482 -0.8844 3.8754
H 2.5968 1.2699 2.9474
H 3.4927 2.2430 3.9619
H 1.8576 3.5268 2.6003
H 1.7851 3.9811 4.1749
H -0.2127 2.1006 2.7599
H -0.5867 3.6529 3.5723
H -2.1674 0.7596 5.6306
H -1.6478 0.3797 4.0079
H -2.5112 1.8787 4.2513
H 0.2351 3.7174 6.1077
H -0.6761 2.5936 7.1056
H -1.5139 3.4318 5.8095
H 2.6321 2.6969 6.3385
H 3.9209 1.6627 6.2446
H 2.5821 1.1788 7.2120
C 1.2014 -3.1254 -4.9231
C 2.6089 -2.5779 -4.5714
C 2.8573 -2.3422 -3.0428
N 3.5083 -1.0134 -2.6089
C 4.9017 -0.9921 -3.3888
C 3.9062 -0.8942 -1.0780
C 2.6218 -0.4059 -0.2825
C 2.0406 0.5351 -1.4013
C 2.5495 0.1913 -2.7506
H 0.4974 -3.1319 -4.0910
H 1.4074 -4.1533 -5.2213
H 0.8132 -2.7135 -5.8547
H 2.6285 -1.5834 -5.0170
H 3.4227 -3.0424 -5.1283
H 3.4815 -3.1174 -2.5983
H 2.0712 -2.4119 -2.2909
H 4.8345 -0.8588 -4.4686
H 5.5917 -1.7830 -3.0949
H 5.3330 0.0017 -3.2688
H 4.6046 -0.0606 -1.1509
H 4.4319 -1.7729 -0.7043
H 2.8682 0.2413 0.5592
H 1.7365 -0.9905 -0.0326
H 2.3968 1.5523 -1.2388
H 0.9572 0.4250 -1.4486
H 3.1099 0.9896 -3.2372
H 1.8074 -0.2630 -3.4071
*
```

HOMO-LUMO gap (spin up / spin down) = 6.95 / 6.10 eV
HOMO energy (spin up / spin down) = -20.309 / -20.309 eV
expectation value of S² = 0.753

# 3
Molecular formula: C26H55AlNO14
Method: DFT, ωB97M-V with the def2-TZVPD basis set

Geometry as ORCA input:
```
! wB97M-V def2-TZVPD RIJCOSX def2/J DEFGRID3
* xyz -1 1
C 2.1131 -2.3176 -3.5202
C 1.3453 -1.4187 -4.6668
C 1.3762 0.1690 -4.1750
C 0.4951 1.1640 -5.1517
O 0.8341 2.5912 -5.0367
Al 0.7883 3.1984 -3.2529
C -1.0922 3.7103 -2.5717
C -1.7801 2.5182 -1.6212
N -1.6145 1.1330 -2.2041
C -2.8555 0.6352 -2.9111
C -3.5290 1.7170 -3.9582
C -1.1352 0.1162 -1.1927
C -1.7608 -1.4345 -1.1508
O -0.1472 0.3344 -0.2803
H 1.9799 -1.7341 -2.4878
H 1.5828 -3.3703 -3.3391
H 3.2537 -2.4929 -3.7267
H 1.7935 -1.5221 -5.7475
H 0.2156 -1.7736 -4.7145
H 2.4989 0.5552 -4.0790
H 0.9158 0.2256 -3.0936
H -0.6633 1.0203 -5.0457
H 0.7723 0.8450 -6.2672
H 1.5174 2.1941 -2.2299
H 1.6824 4.5390 -3.2149
H -1.8173 4.1106 -3.3987
H -0.9259 4.6221 -1.8192
H -2.9187 2.8488 -1.4818
H -1.2877 2.6643 -0.5560
H -3.7084 0.3155 -2.1400
H -2.5450 -0.3043 -3.5790
H -2.7665 2.4552 -4.4525
H -4.3915 2.2624 -3.3460
H -4.0967 1.1256 -4.8228
H -1.1022 -2.1496 -0.4599
H -2.8484 -1.4779 -0.7218
H -1.6866 -1.9217 -2.2376
C 6.3970 7.1979 0.3445
C 5.0218 7.6801 0.7697
O 3.9863 6.9754 0.0720
C 3.7556 5.7057 0.4883
O 4.3392 5.1255 1.3900
O 2.7794 5.1775 -0.2931
C 2.5141 3.8023 -0.0294
H 6.5096 7.2653 -0.7426
H 7.1805 7.7931 0.8213
H 6.5539 6.1485 0.6139
H 4.9143 8.7382 0.5079
H 4.8785 7.6005 1.8541
H 2.2869 3.6367 1.0288
H 3.3677 3.1925 -0.3416
H 1.6424 3.5048 -0.6187
C 4.6156 -7.1924 -0.9235
C 5.2888 -6.4632 0.2253
O 4.9139 -5.0797 0.2524
C 3.6662 -4.8174 0.7143
O 2.8541 -5.6410 1.1046
O 3.4632 -3.4772 0.6404
C 2.1431 -3.0760 0.9973
H 4.8220 -6.6882 -1.8733
H 4.9670 -8.2259 -0.9851
H 3.5274 -7.2084 -0.8044
H 6.3745 -6.4927 0.0837
H 5.0769 -6.9387 1.1906
H 1.8683 -3.4492 1.9892
H 1.4317 -3.4248 0.2422
H 2.1144 -1.9832 1.0210
C 1.6781 -5.6397 4.4394
C 0.2346 -6.1047 4.3725
O -0.3779 -6.0835 5.6687
C -0.7129 -4.8572 6.1408
O -0.5449 -3.7931 5.5667
O -1.2432 -5.0142 7.3805
C -1.5406 -3.7849 8.0374
H 2.2389 -6.2288 5.1725
H 2.1608 -5.7337 3.4628
H 1.7474 -4.5938 4.7551
H 0.2065 -7.1439 4.0278
H -0.3522 -5.5129 3.6595
H -2.1888 -3.1519 7.4228
H -0.6117 -3.2618 8.2855
H -2.0670 -4.0151 8.9678
C -4.6198 3.4113 1.9800
C -5.3929 2.1707 2.3898
O -6.8060 2.3719 2.2548
C -7.2851 2.3466 0.9865
O -6.6303 2.1669 -0.0279
O -8.6203 2.5861 1.0363
C -9.2324 2.6940 -0.2462
H -4.9694 4.2852 2.5395
H -3.5497 3.2777 2.1603
H -4.7614 3.6384 0.9185
H -5.2040 1.9620 3.4483
H -5.0741 1.2861 1.8253
H -9.0258 1.8119 -0.8611
H -8.8878 3.6040 -0.7472
H -10.3139 2.7668 -0.1020
*
```

HOMO-LUMO gap = 6.94 eV
HOMO energy = -4.854 eV

# 4
Molecular formula: C26H55BClIN4O9S6
Method: DFT, ωB97M-V with the def2-TZVPD basis set

Geometry as ORCA input:
```
! wB97M-V def2-TZVPD RIJCOSX def2/J DEFGRID3
* xyz 0 1
C -1.3117 -3.7510 -0.7180
C -2.8230 -3.1821 -0.9618
N -2.8279 -2.0602 -1.9489
C -2.4277 -0.7792 -1.3526
N -1.0484 -0.4333 -1.2968
C -0.8044 0.8543 -0.7087
C 0.7145 1.2850 -0.5689
C 1.8613 0.3073 -1.1202
N 2.6434 -0.2583 0.0523
C 1.1092 2.6201 0.0867
C 2.5872 3.1619 0.3365
C 3.5686 3.0801 -0.9340
C 4.7305 1.9713 -0.6490
Cl 6.3805 2.5407 -1.3110
C -0.0683 3.5591 0.5956
O 0.1762 4.8186 1.2422
C -1.5403 3.1310 0.4501
I -3.0913 4.4862 1.1944
C -1.9589 1.7456 -0.2015
N -3.3660 1.4611 -0.2294
C -3.5332 0.1663 -0.8065
B -5.0885 -0.3703 -0.9278
O -5.5004 -0.7222 -2.2769
O -5.9650 -0.5091 0.2120
H -0.7975 -2.9811 -0.0518
H -1.3251 -4.7796 -0.2034
H -0.8276 -3.9010 -1.7410
H -3.4095 -4.0837 -1.3840
H -3.3183 -2.9339 0.0412
H -2.1729 -2.3545 -2.6959
H 2.5420 0.8227 -1.8928
H 1.4310 -0.6134 -1.6738
H 2.0725 -1.0651 0.3801
H 3.4671 -0.7104 -0.3997
H 2.5446 4.2666 0.6728
H 3.0097 2.5813 1.2316
H 2.9774 2.8601 -1.8807
H 4.1504 4.0609 -1.1272
H 4.5245 0.9842 -1.1967
H 4.8423 1.7334 0.4660
H -0.1236 4.7494 2.1926
H -6.3605 -1.1971 -2.1521
H -5.4752 -0.3719 1.0501
C 3.2963 2.6017 -5.9081
S 4.6176 1.8770 -4.9135
O 4.1037 1.7422 -3.5164
C 5.6966 3.3237 -4.9566
H 2.4836 1.8779 -5.9839
H 2.9280 3.5121 -5.4317
H 3.6744 2.8267 -6.9070
H 5.1768 4.1884 -4.5401
H 5.9946 3.5245 -5.9873
H 6.5832 3.1112 -4.3585
C -0.4022 -9.1740 -0.6151
S -1.1174 -8.0581 0.6096
O -1.2019 -6.7008 -0.0152
C 0.3101 -8.0568 1.7155
H -1.1137 -9.2940 -1.4322
H 0.5279 -8.7545 -1.0030
H -0.2133 -10.1457 -0.1563
H 1.1951 -7.7075 1.1804
H 0.4755 -9.0656 2.0974
H 0.1015 -7.3846 2.5487
C -2.6101 -12.1556 -4.2042
S -0.9097 -12.5141 -3.7140
O -0.5977 -11.6645 -2.5244
C -0.1364 -11.7396 -5.1501
H -3.2792 -12.5211 -3.4242
H -2.7445 -11.0788 -4.3223
H -2.8342 -12.6675 -5.1418
H -0.4271 -10.6891 -5.2082
H -0.4428 -12.2651 -6.0563
H 0.9462 -11.8106 -5.0399
C 7.1953 2.1404 2.9810
S 5.9421 2.8523 4.0680
O 4.7834 3.2512 3.2135
C 6.8684 4.3522 4.4597
H 6.8130 1.2001 2.5814
H 7.4060 2.8253 2.1573
H 8.1059 1.9467 3.5511
H 7.1002 4.8967 3.5425
H 7.7893 4.0856 4.9817
H 6.2540 4.9783 5.1077
C -7.6344 5.0474 1.1379
S -6.9218 6.5810 1.7704
O -6.0272 6.2220 2.9127
C -8.4582 7.2255 2.4672
H -6.8367 4.4562 0.6856
H -8.0864 4.4821 1.9550
H -8.3857 5.2801 0.3810
H -8.8581 6.5226 3.2004
H -9.1822 7.3856 1.6663
H -8.2439 8.1765 2.9561
C -1.5238 5.0842 6.6326
S -1.2137 5.6488 4.9463
O -0.0176 4.9076 4.4357
C -0.6683 7.3074 5.4059
H -1.8437 4.0421 6.5950
H -0.6106 5.1624 7.2256
H -2.3149 5.6894 7.0789
H 0.1910 7.2446 6.0763
H -1.4879 7.8377 5.8939
H -0.3820 7.8407 4.4987
*
```

HOMO-LUMO gap = 7.25 eV
HOMO energy = -7.291 eV

# 5
Molecular formula: C26H55N3O12
Method: DFT, ωB97M-V with the def2-TZVPD basis set

Geometry as ORCA input:
```
! wB97M-V def2-TZVPD RIJCOSX def2/J DEFGRID3
* xyz -2 1
O -0.4427 -0.2724 -1.6231
H -0.1398 -0.8546 -0.8449
H -1.3807 -0.5822 -1.8036
H -0.3785 0.7070 -1.3957
C 0.1067 3.5474 -2.7683
C 0.8383 4.4730 -3.5739
C 2.2914 4.8976 -3.1322
O 2.8372 5.8608 -3.6723
C 2.8194 4.2246 -1.9727
C 2.0486 3.3713 -1.2069
C 0.6215 3.0083 -1.6014
O -0.1743 2.2703 -0.9045
O 2.5693 2.8644 -0.1565
O 0.4310 4.8830 -4.6669
H -0.9523 3.4173 -2.9535
H 3.8441 4.3442 -1.6503
C -2.0046 -3.0525 1.4110
C -0.7345 -3.1974 0.5419
O -0.0053 -2.0424 0.3398
H -1.8495 -3.0507 2.4880
H -2.6201 -3.9241 1.1362
H -2.6601 -2.2237 1.1325
H -0.9199 -3.6884 -0.4290
H -0.1734 -3.9504 1.1292
C -3.9599 0.2563 4.4413
O -3.1826 1.0805 3.5917
C -2.3585 0.2919 2.7480
C -1.2988 1.2073 2.1699
N -0.2689 1.6284 3.1393
C 0.3688 2.8095 2.5166
C 1.4011 3.4119 3.4448
O 2.2811 2.4154 3.9526
C 3.2950 2.9437 4.7564
H -3.3179 -0.4210 5.0097
H -4.6066 -0.3974 3.8393
H -4.6312 0.8838 5.0234
H -2.8928 -0.2433 1.9565
H -1.8751 -0.4966 3.3415
H -1.7609 2.1008 1.7319
H -0.8124 0.6809 1.3461
H -0.7853 2.0582 3.9087
H -0.3739 3.5871 2.2909
H 0.8163 2.5127 1.5638
H 0.9504 3.8412 4.3594
H 1.9760 4.2264 2.9910
H 3.7780 3.8357 4.3381
H 4.0495 2.1842 4.9379
H 2.8823 3.3186 5.7045
C -6.3028 -0.9337 1.2950
O -5.1321 -0.8505 0.5125
C -5.1617 0.2195 -0.4118
C -3.7279 0.4781 -0.8733
N -3.1375 -0.6897 -1.5252
C -3.7814 -1.1101 -2.7776
C -2.9081 -2.1938 -3.3766
O -1.7329 -1.5890 -3.9013
C -0.7897 -2.5008 -4.3761
H -6.3468 -0.2873 2.1725
H -6.3553 -1.9867 1.5815
H -7.2167 -0.7877 0.7071
H -5.6420 1.1177 -0.0130
H -5.7198 0.0002 -1.3314
H -3.1263 0.8278 -0.0332
H -3.7111 1.3249 -1.5648
H -3.2876 -1.4769 -0.8953
H -3.7979 -0.3202 -3.5336
H -4.8229 -1.4186 -2.6545
H -3.2946 -2.7543 -4.2387
H -2.5718 -2.9087 -2.6102
H -1.1649 -3.2287 -5.1030
H -0.3130 -2.9537 -3.4925
H 0.0588 -1.9637 -4.8047
C 7.0048 -2.9188 0.7618
O 5.6525 -3.1286 0.4143
C 4.7111 -2.8740 1.4454
C 3.2943 -2.8832 0.8823
N 2.8937 -1.6868 0.1240
C 3.5052 -1.7417 -1.2132
C 3.4873 -0.4364 -2.0226
O 2.2241 -0.1829 -2.5809
C 2.1880 0.8467 -3.5300
H 7.5785 -2.8632 -0.1610
H 7.3600 -3.7526 1.3760
H 7.1105 -1.9715 1.2970
H 4.8476 -1.8988 1.9263
H 4.8778 -3.6701 2.1841
H 2.6157 -2.8356 1.7415
H 3.0356 -3.8133 0.3569
H 1.8978 -1.8747 -0.0558
H 2.9978 -2.4799 -1.8561
H 4.5568 -2.0083 -1.1538
H 4.2390 -0.4643 -2.8264
H 3.7541 0.3942 -1.3543
H 1.1305 1.0499 -3.6811
H 2.7229 0.6235 -4.4672
H 2.6553 1.8102 -3.2855
*
```

HOMO-LUMO gap = 4.44 eV
HOMO energy = -0.766 eV